# C38H77F6N11O7S2

A 8-piece molecular cluster, C38H77F6N11O7S2 overall at a distorted geometry (the ωB97M-V functional and the def2-TZVPD basis, the OMol25 dataset).

Its total charge is +4. The value obtained for the frontier orbital gap is 8.54 eV. The maximum force comes out at 4.2 eV/A. The LUMO energy is -6.02 eV.

```
141
Properties=species:S:1:pos:R:3:lowdin_charge:R:1
C 1.558 -0.465 3.257 -0.086
C 1.966 0.764 2.528 -0.343
O 3.038 0.446 1.644 -0.168
H 1.057 -1.159 2.587 0.075
H 0.757 -0.261 3.920 0.067
H 2.429 -0.917 3.651 0.066
H 2.253 1.554 3.280 0.112
H 1.155 1.306 2.009 0.104
C -4.685 1.858 -7.378 0.030
N -5.309 0.696 -6.632 -0.350
C -5.194 -0.499 -7.525 0.019
C -4.619 0.393 -5.315 0.013
C -6.697 1.038 -6.267 -0.136
C -7.569 1.571 -7.352 -0.231
O -7.319 2.947 -7.384 -0.031
H -5.201 1.968 -8.340 0.113
H -3.658 1.562 -7.568 0.109
H -4.752 2.796 -6.806 0.123
H -4.131 -0.613 -7.731 0.114
H -5.600 -0.303 -8.469 0.083
H -5.615 -1.448 -7.159 0.133
H -4.707 1.251 -4.676 0.096
H -3.535 0.280 -5.469 0.105
H -5.130 -0.493 -4.893 0.125
H -6.608 1.699 -5.400 0.147
H -7.105 0.145 -5.852 0.131
H -8.592 1.219 -7.138 0.144
H -7.419 1.171 -8.360 0.130
H -8.035 3.395 -7.793 0.093
C 1.781 4.500 -3.015 -0.034
N 2.178 5.127 -1.796 -0.372
C 3.656 5.066 -1.683 0.001
C 1.770 6.570 -1.742 0.001
C 1.441 4.464 -0.567 -0.083
C 1.661 2.937 -0.483 -0.347
O 2.990 2.536 -0.169 -0.353
H 2.064 5.144 -3.842 0.118
H 0.701 4.356 -3.084 0.124
H 2.214 3.525 -3.125 0.107
H 4.024 5.435 -0.741 0.111
H 3.946 5.695 -2.521 0.111
H 3.962 4.053 -1.886 0.088
H 2.073 7.092 -2.633 0.108
H 2.081 7.014 -0.818 0.102
H 0.670 6.673 -1.645 0.120
H 0.399 4.632 -0.819 0.117
H 1.753 5.023 0.336 0.141
H 1.327 2.502 -1.456 0.106
H 0.894 2.722 0.306 0.103
H 3.104 1.167 0.910 0.057
C 10.115 4.144 0.227 -0.053
C 9.532 2.965 1.003 -0.126
N 8.018 2.958 1.121 -0.033
C 7.151 3.124 0.057 -0.019
C 5.927 2.978 0.526 0.007
N 6.032 2.798 1.929 -0.055
C 7.332 2.779 2.206 -0.046
C 5.043 2.767 2.972 0.010
H 10.003 5.084 0.771 0.088
H 9.729 4.273 -0.787 0.077
H 11.176 3.898 0.115 0.094
H 9.843 2.906 2.045 0.122
H 9.797 2.002 0.590 0.124
H 7.393 3.235 -0.983 0.140
H 5.006 2.834 -0.073 0.103
H 7.742 2.597 3.207 0.184
H 5.459 2.420 3.894 0.094
H 4.363 2.005 2.601 0.066
H 4.561 3.741 3.177 0.119
C 3.209 -1.342 -1.334 -0.073
C 3.480 -2.817 -1.344 -0.128
N 3.990 -3.322 -0.003 0.000
C 4.086 -2.672 1.217 0.001
C 4.722 -3.472 2.061 -0.030
N 4.966 -4.620 1.408 -0.109
C 4.609 -4.511 0.090 0.024
C 5.648 -5.797 1.903 0.011
H 2.810 -1.090 -2.314 0.093
H 4.141 -0.751 -1.240 0.098
H 2.511 -0.983 -0.620 0.058
H 4.203 -3.080 -2.127 0.137
H 2.620 -3.419 -1.630 0.097
H 3.617 -1.714 1.339 0.099
H 5.060 -3.285 3.072 0.148
H 4.663 -5.374 -0.592 0.185
H 6.038 -5.518 2.881 0.103
H 6.555 -5.952 1.280 0.118
H 5.117 -6.731 1.883 0.099
C -2.212 4.740 6.640 -0.074
C -2.870 5.277 7.841 -0.168
N -4.239 4.764 7.980 -0.043
C -5.268 5.064 7.128 0.002
C -6.392 4.492 7.610 0.005
N -6.019 3.825 8.736 -0.096
C -4.691 3.945 8.952 0.032
C -6.964 3.047 9.587 0.055
H -2.743 4.992 5.743 0.076
H -2.127 3.696 6.622 0.070
H -1.222 5.184 6.537 0.099
H -2.956 6.351 7.774 0.134
H -2.292 5.068 8.763 0.147
H -5.114 5.785 6.393 0.129
H -7.392 4.643 7.302 0.138
H -4.237 3.468 9.820 0.179
H -7.927 3.486 9.329 0.106
H -6.719 3.101 10.651 0.112
H -6.853 2.048 9.209 0.099
C -3.613 -9.904 1.893 -0.040
C -3.472 -9.076 0.616 -0.121
N -3.333 -7.612 0.813 -0.066
C -3.859 -6.780 -0.168 0.017
C -3.567 -5.509 0.206 -0.010
N -2.837 -5.591 1.372 -0.054
C -2.745 -6.921 1.705 -0.037
C -2.154 -4.457 2.037 0.018
H -3.066 -10.811 1.634 0.091
H -4.576 -10.216 2.189 0.071
H -3.069 -9.462 2.716 0.067
H -4.270 -9.187 -0.105 0.124
H -2.448 -9.276 0.197 0.151
H -4.454 -7.185 -0.983 0.145
H -3.780 -4.604 -0.285 0.110
H -2.199 -7.285 2.609 0.182
H -2.854 -3.737 2.490 0.103
H -1.609 -3.924 1.298 0.050
H -1.567 -4.881 2.913 0.119
C -0.103 -4.761 -1.981 -0.705
F 0.522 -4.699 -0.776 0.077
F 0.870 -4.627 -2.884 0.123
F -0.578 -5.944 -2.037 0.208
S -1.143 -3.203 -2.046 0.661
O -2.008 -3.386 -0.842 -0.359
O -0.153 -2.140 -2.069 -0.295
N -2.070 -3.281 -3.357 -0.302
S -1.740 -2.799 -4.843 0.570
O -2.883 -2.157 -5.410 -0.304
O -0.522 -2.102 -5.070 -0.272
C -1.576 -4.374 -5.760 -0.759
F -2.682 -4.772 -6.231 0.201
F -0.798 -4.167 -6.853 0.128
F -1.115 -5.336 -5.024 0.170
```



# H4O2

A 2-piece molecular cluster, H4O2 overall at a distorted geometry (the ωB97M-V functional and the def2-TZVPD basis, the OMol25 dataset).

As for the SMILES: O.O. Its total charge is 0. The value obtained for the frontier orbital gap is 12.69 eV. The maximum force comes out at 3.4 eV/A. The LUMO energy is 1.06 eV.

```
6
Properties=species:S:1:pos:R:3:lowdin_charge:R:1
H -0.716 3.491 5.106 -0.010
H 0.329 2.785 4.270 0.079
O -0.597 3.196 4.234 -0.069
H 0.078 -2.607 -4.984 0.000
H 0.892 -3.500 -4.168 0.013
O 0.015 -3.364 -4.460 -0.013
```



# C45H72MoN2OSSi

C45H72MoN2OSSi as an isolated structure (the ωB97M-V functional and the def2-TZVPD basis, the OMol25 dataset).

The spin multiplicity is 3. Its total charge is +2. The value obtained for the frontier orbital gap (alpha / beta) is 7.03 / 6.85 eV. The maximum force comes out at 0.4 eV/A. As for the expectation value of S²: 2.149. The LUMO energy (alpha / beta) is -6.54 / -6.26 eV.

```
123
Properties=species:S:1:pos:R:3:lowdin_charge:R:1
Mo 0.451 0.303 0.300 1.492
C 2.358 2.485 -1.962 -0.040
C 1.240 2.890 -1.017 -0.389
C 1.622 4.104 -0.163 -0.032
C -0.073 3.108 -1.741 -0.143
C -0.126 4.206 -2.587 -0.018
C -1.307 4.575 -3.204 -0.021
C -2.469 3.905 -2.879 -0.011
C -2.476 2.804 -2.028 -0.112
C -3.853 2.311 -1.571 -0.373
C -4.659 3.463 -0.956 -0.049
C -4.661 1.672 -2.705 -0.044
C -1.226 2.327 -1.566 -0.141
N -1.133 1.058 -0.887 -0.059
C -2.048 0.178 -1.189 -0.119
C -2.533 -0.862 -0.331 -0.170
C -3.667 -1.568 -0.770 -0.007
C -4.397 -2.340 0.100 -0.028
C -4.033 -2.376 1.450 -0.011
C -2.921 -1.698 1.906 0.004
C -2.120 -0.987 1.011 -0.230
N -0.930 -0.379 1.417 -0.130
C -0.836 0.083 2.793 -0.184
C -0.083 -0.640 3.739 -0.157
C -0.069 -0.169 5.046 -0.025
C -0.753 0.984 5.405 -0.030
C -1.476 1.685 4.457 -0.013
C -1.546 1.244 3.140 -0.133
C -2.381 2.030 2.145 -0.367
C -3.853 2.072 2.561 -0.025
C -1.805 3.436 1.963 -0.033
C 0.688 -1.898 3.389 -0.379
C 2.026 -1.990 4.125 -0.052
C -0.123 -3.170 3.662 -0.033
H 3.286 2.278 -1.427 0.086
H 2.553 3.291 -2.670 0.107
H 2.058 1.610 -2.534 0.046
H 1.124 2.092 -0.244 0.030
H 1.799 4.969 -0.802 0.095
H 2.546 3.909 0.383 0.073
H 0.831 4.368 0.538 0.077
H 0.769 4.791 -2.761 0.123
H -1.330 5.418 -3.882 0.123
H -3.410 4.262 -3.277 0.123
H -3.731 1.580 -0.768 0.108
H -4.935 4.208 -1.702 0.085
H -4.100 3.969 -0.168 0.068
H -5.584 3.075 -0.526 0.093
H -4.882 2.413 -3.475 0.090
H -5.613 1.296 -2.328 0.094
H -4.140 0.849 -3.203 0.073
H -2.591 0.311 -2.119 0.118
H -3.977 -1.466 -1.804 0.131
H -5.266 -2.883 -0.245 0.123
H -4.630 -2.945 2.151 0.126
H -2.655 -1.726 2.953 0.124
H 0.486 -0.711 5.800 0.123
H -0.726 1.330 6.430 0.121
H -2.012 2.580 4.748 0.123
H -2.330 1.534 1.178 0.089
H -3.981 2.564 3.527 0.088
H -4.268 1.066 2.639 0.086
H -4.439 2.628 1.826 0.071
H -1.899 4.027 2.876 0.091
H -2.322 3.971 1.164 0.074
H -0.742 3.389 1.708 0.058
H 0.898 -1.862 2.324 0.064
H 2.667 -2.732 3.647 0.090
H 1.893 -2.302 5.163 0.092
H 2.546 -1.031 4.137 0.051
H -0.437 -3.207 4.708 0.098
H 0.491 -4.051 3.464 0.090
H -1.009 -3.241 3.033 0.059
C 4.579 0.294 2.535 -0.202
S 3.281 1.322 1.888 0.950
C 2.586 1.994 3.406 -0.184
O 2.202 0.336 1.391 -0.714
H 5.080 -0.185 1.697 0.055
H 4.180 -0.437 3.236 0.054
H 5.268 0.981 3.031 0.084
H 2.269 3.017 3.216 0.063
H 3.331 1.970 4.200 0.077
H 1.731 1.367 3.666 0.043
C -0.152 -3.406 0.043 -0.102
C 1.238 -3.375 -0.611 -0.607
C 1.313 -4.616 -1.526 -0.074
C 2.277 -3.539 0.509 -0.091
Si 1.505 -1.744 -1.610 0.930
C 0.510 -1.716 -3.260 -0.611
C 0.384 -0.286 -3.806 -0.088
C 1.243 -2.565 -4.322 -0.075
C -0.895 -2.317 -3.141 -0.085
C 3.407 -1.441 -1.955 -0.589
C 3.779 -0.494 -3.108 -0.086
C 4.120 -0.907 -0.707 -0.129
C 4.053 -2.797 -2.324 -0.079
H -0.305 -4.392 0.495 0.103
H -0.967 -3.243 -0.665 0.068
H -0.234 -2.672 0.840 0.025
H 1.230 -5.509 -0.899 0.100
H 2.244 -4.696 -2.082 0.068
H 0.486 -4.650 -2.237 0.068
H 2.366 -2.645 1.129 0.046
H 1.969 -4.366 1.159 0.097
H 3.272 -3.782 0.139 0.071
H 1.355 0.170 -4.002 0.063
H -0.173 0.373 -3.136 0.048
H -0.153 -0.311 -4.760 0.100
H 2.213 -2.162 -4.599 0.061
H 0.632 -2.577 -5.231 0.102
H 1.378 -3.601 -4.012 0.072
H -1.485 -1.866 -2.350 0.032
H -0.869 -3.393 -2.958 0.076
H -1.427 -2.164 -4.086 0.101
H 3.437 0.527 -2.969 0.038
H 3.430 -0.842 -4.077 0.070
H 4.871 -0.453 -3.165 0.100
H 3.842 0.135 -0.527 0.035
H 5.203 -0.935 -0.874 0.103
H 3.894 -1.486 0.191 0.051
H 3.600 -3.243 -3.209 0.074
H 4.026 -3.527 -1.520 0.060
H 5.107 -2.617 -2.559 0.100
```



# C4H7N2

An isolated ion of composition C4H7N2 and charge +1 at a distorted geometry (the ωB97M-V functional and the def2-TZVPD basis, the OMol25 dataset).

As for the SMILES: CC(=[NH2+])C1=NC1. Its total charge is +1. The value obtained for the frontier orbital gap is 9.37 eV. The maximum force comes out at 3.6 eV/A. The LUMO energy is -5.58 eV.

```
13
Properties=species:S:1:pos:R:3:lowdin_charge:R:1
C -0.824 0.107 -0.235 -0.224
C -2.174 0.046 0.487 0.000
C 0.581 0.227 -0.267 -0.160
C 1.315 -1.140 -0.203 0.082
N -1.844 -0.091 -0.966 0.216
N 1.062 1.407 -0.064 0.306
H -2.566 0.919 0.843 0.062
H -2.426 -0.870 1.058 0.116
H 0.430 2.131 0.076 0.143
H 2.134 -0.825 0.317 0.057
H 1.663 -1.479 -1.188 0.125
H 0.606 -1.870 0.242 0.128
H 2.043 1.438 -0.100 0.148
```



# C44H63BCaN9S4SiTe

C44H63BCaN9S4SiTe as an isolated structure (the ωB97M-V functional and the def2-TZVPD basis, the OMol25 dataset).

Its total charge is +1. The value obtained for the frontier orbital gap is 5.71 eV. The maximum force comes out at 0.9 eV/A. The LUMO energy is -2.32 eV.

```
124
Properties=species:S:1:pos:R:3:lowdin_charge:R:1
Ca -0.104 0.559 -0.454 0.615
C -2.607 -2.752 -4.129 -0.061
C -1.219 -2.907 -3.600 -0.238
C -0.531 -4.075 -3.669 0.072
C 0.784 -4.176 -3.139 -0.200
N 1.369 -3.147 -2.611 0.201
N 0.701 -1.981 -2.556 -0.017
B 1.569 -0.831 -2.077 -0.726
N 2.005 0.108 -3.189 0.031
N 2.334 -0.605 -4.283 0.203
C 2.857 0.000 -5.304 -0.197
C 3.105 1.395 -5.267 0.068
C 2.754 2.128 -4.180 -0.238
C 2.997 3.600 -4.101 -0.063
C 2.138 1.440 -3.084 -0.597
S 1.605 2.308 -1.709 0.581
C 3.210 -0.843 -6.518 -0.548
C 2.434 -0.312 -7.730 -0.036
C 4.718 -0.729 -6.773 -0.035
C 2.845 -2.309 -6.287 -0.064
N 2.428 -1.030 -1.007 -0.007
N 3.571 -0.237 -0.936 0.156
C 4.600 -0.780 -0.327 -0.245
C 4.573 -2.052 0.259 -0.009
C 3.322 -2.615 0.520 -0.309
C 3.224 -3.856 1.356 -0.054
C 2.209 -1.982 0.021 -0.538
S 0.520 -2.210 0.505 0.758
C 5.843 0.100 -0.251 -0.539
C 5.693 1.352 -1.118 -0.059
C 7.069 -0.689 -0.722 -0.044
C 6.033 0.521 1.213 -0.033
C -0.561 -1.798 -2.978 -0.620
S -1.330 -0.284 -2.765 0.631
C 1.554 -5.485 -3.170 -0.545
C 0.775 -6.526 -2.356 -0.033
C 2.946 -5.308 -2.566 -0.043
C 1.685 -5.951 -4.626 -0.032
H -2.987 -3.702 -4.500 0.085
H -2.624 -2.020 -4.938 0.089
H -3.272 -2.371 -3.354 0.077
H -0.990 -4.945 -4.120 0.127
H 3.572 1.878 -6.116 0.127
H 3.402 3.973 -5.039 0.085
H 3.698 3.822 -3.294 0.085
H 2.073 4.129 -3.868 0.072
H 2.662 0.735 -7.935 0.080
H 1.358 -0.402 -7.574 0.092
H 2.699 -0.887 -8.618 0.091
H 5.018 0.296 -6.997 0.081
H 4.995 -1.348 -7.627 0.091
H 5.288 -1.070 -5.906 0.094
H 1.776 -2.430 -6.107 0.080
H 3.376 -2.719 -5.427 0.078
H 3.114 -2.887 -7.173 0.091
H 5.469 -2.516 0.644 0.108
H 3.374 -3.642 2.417 0.081
H 4.011 -4.550 1.057 0.093
H 2.264 -4.355 1.231 0.059
H 5.558 1.087 -2.168 0.082
H 6.595 1.962 -1.030 0.087
H 4.831 1.947 -0.814 0.059
H 6.920 -1.077 -1.732 0.091
H 7.293 -1.529 -0.065 0.076
H 7.944 -0.036 -0.735 0.087
H 5.158 1.070 1.570 0.068
H 6.910 1.163 1.315 0.090
H 6.166 -0.349 1.858 0.083
H 0.670 -6.207 -1.317 0.090
H 1.308 -7.478 -2.368 0.092
H -0.223 -6.701 -2.763 0.081
H 2.890 -4.979 -1.528 0.073
H 3.529 -4.567 -3.113 0.084
H 3.474 -6.262 -2.601 0.092
H 0.713 -6.130 -5.089 0.081
H 2.243 -6.888 -4.661 0.093
H 2.219 -5.212 -5.226 0.080
N -2.060 2.947 3.243 0.048
N -2.053 3.671 2.039 -0.078
C -2.121 3.099 0.838 -0.894
N -1.870 3.882 -0.218 0.121
S -2.536 1.455 0.641 0.605
H -2.001 1.956 3.003 0.008
H -2.969 3.075 3.679 0.098
H -1.618 4.579 2.118 0.148
H -1.629 4.855 -0.127 0.121
H -1.956 3.492 -1.141 0.101
C 1.460 3.319 3.730 -0.402
Te 1.367 2.403 1.800 1.285
C 3.092 3.577 1.357 -0.409
C 3.075 4.686 2.379 -0.287
C 3.848 5.829 2.197 -0.036
C 3.838 6.842 3.142 -0.075
C 3.052 6.720 4.280 -0.076
C 2.281 5.585 4.468 -0.040
C 2.287 4.564 3.522 -0.294
H 1.935 2.626 4.425 0.061
H 0.449 3.521 4.075 0.034
H 3.015 3.937 0.335 0.031
H 3.976 2.946 1.442 0.041
H 4.459 5.925 1.308 0.118
H 4.438 7.729 2.989 0.107
H 3.038 7.511 5.018 0.106
H 1.668 5.487 5.356 0.117
C 0.392 -3.912 3.387 -0.182
Si 0.510 -2.181 2.711 0.383
C 1.959 -1.246 3.405 -0.173
C -1.134 -1.373 3.090 -0.305
C -2.294 -1.715 2.386 -0.131
C -3.538 -1.252 2.783 -0.096
C -3.650 -0.441 3.905 -0.085
C -2.514 -0.091 4.620 -0.100
C -1.266 -0.552 4.212 -0.101
H 0.103 -3.835 4.439 0.047
H 1.310 -4.490 3.326 0.021
H -0.400 -4.460 2.872 0.042
H 2.165 -1.599 4.418 0.052
H 1.754 -0.177 3.440 -0.027
H 2.859 -1.380 2.801 0.028
H -2.232 -2.361 1.515 0.095
H -4.422 -1.523 2.221 0.111
H -4.624 -0.092 4.225 0.109
H -2.595 0.529 5.504 0.109
H -0.391 -0.269 4.788 0.102
```